Entry 1:
{"formula": "C3H9N2O", "method": "ωB97M-V/def2-TZVPD", "symbols": ["C", "C", "C", "N", "N", "O", "H", "H", "H", "H", "H", "H", "H", "H", "H"], "positions_angstrom": [[1.9080, 1.2733, -0.1001], [0.7629, 0.6320, 0.0191], [0.6491, -0.7927, 0.1645], [1.5817, -1.6265, 0.1526], [-2.5895, 0.4005, 0.0050], [-0.7675, -1.4103, 0.3795], [1.9786, 2.2734, -0.4371], [2.8397, 0.6615, -0.2522], [-0.2556, 1.1926, -0.0245], [1.3201, -2.6545, 0.1409], [2.5037, -1.3007, -0.2202], [-3.3988, 0.0203, 0.3940], [-2.7039, 0.6930, -0.8837], [-2.3342, 1.2852, 0.2975], [-1.4942, -0.6472, 0.3646]], "atomic_forces_ev_per_a": [[1.497, -1.920, -1.516], [-2.910, 1.615, 0.086], [-7.966, -0.908, 1.349], [2.179, -2.851, -1.186], [2.072, -1.520, 1.450], [5.841, 2.425, -0.623], [0.002, 1.046, 0.360], [-0.702, 0.946, 0.684], [2.226, -1.115, 0.177], [0.668, 1.636, 0.170], [-0.989, -0.855, 0.777], [-1.725, -0.079, 0.758], [-1.074, -0.260, -4.437], [0.157, 2.064, 2.531], [0.724, -0.224, -0.579]], "nbo_charge": [-0.20, -0.34, 0.68, -0.68, -1.03, -0.68, 0.24, 0.19, 0.25, 0.47, 0.44, 0.41, 0.38, 0.38, 0.50], "energy_ha": -304.14858, "relative_energy_kj_mol": 267.2, "homo_ev": -15.23, "e_lumo_ha": -0.184, "spin_multiplicity": 1, "mol_weight_g_mol": 89.12, "total_charge": 1}


Entry 2:
{"formula": "C21H22AsCuOSSi", "method": "ωB97M-V/def2-TZVPD", "symbols": ["Cu", "C", "C", "C", "C", "C", "C", "As", "C", "C", "C", "C", "C", "C", "C", "C", "C", "C", "C", "C", "H", "H", "H", "H", "H", "H", "H", "H", "H", "H", "H", "H", "H", "S", "C", "Si", "C", "C", "O", "H", "H", "H", "H", "H", "H", "H", "H", "H"], "positions_angstrom": [[2.5907, 1.1952, 0.2337], [-1.2255, -5.2449, -1.7131], [0.0669, -5.2124, -1.2022], [0.6328, -4.0064, -0.8111], [-0.0707, -2.8030, -0.9059], [-1.3655, -2.8546, -1.4181], [-1.9387, -4.0600, -1.8185], [0.9980, -1.0894, -0.4379], [-0.6789, -0.1024, -0.0694], [-1.3677, 0.7047, -0.9608], [-2.5500, 1.3226, -0.5713], [-3.0356, 1.1370, 0.7186], [-2.3425, 0.3387, 1.6194], [-1.1616, -0.2830, 1.2268], [-0.3015, -1.1380, 2.0794], [-0.5514, -1.4614, 3.4122], [0.3542, -2.2481, 4.1069], [1.5207, -2.6879, 3.4823], [1.7846, -2.3465, 2.1647], [0.8568, -1.5961, 1.4572], [-1.6701, -6.1844, -2.0224], [0.6375, -6.1308, -1.1108], [1.6458, -4.0021, -0.4193], [-1.9497, -1.9441, -1.4990], [-2.9510, -4.0706, -2.2100], [-0.9735, 0.8676, -1.9574], [-3.0804, 1.9658, -1.2644], [-3.9488, 1.6323, 1.0293], [-2.7193, 0.2155, 2.6287], [-1.4403, -1.0910, 3.9111], [0.1668, -2.4973, 5.1458], [2.2470, -3.2672, 4.0415], [2.7323, -2.5838, 1.6953], [4.0240, -0.3743, 0.4373], [2.4830, 5.1771, -0.8632], [1.1729, 3.8172, -0.9628], [-0.4826, 4.6982, -0.7009], [1.1715, 3.2467, -2.7621], [1.3895, 2.6492, 0.0891], [2.3219, 5.9716, -1.6004], [3.4734, 4.7444, -1.0280], [2.4801, 5.6258, 0.1346], [-0.6265, 5.5069, -1.4266], [-0.5308, 5.1256, 0.3050], [-1.3106, 3.9905, -0.7997], [1.0736, 4.0833, -3.4629], [0.3478, 2.5501, -2.9433], [2.1015, 2.7137, -2.9772]], "atomic_forces_ev_per_a": [[0.329, 0.104, 0.130], [0.001, -0.023, 0.008], [0.027, 0.033, 0.004], [-0.022, -0.058, -0.034], [0.095, 0.083, 0.089], [-0.019, -0.036, -0.035], [0.022, 0.075, 0.011], [-0.337, -0.241, -0.053], [0.100, -0.005, -0.161], [-0.004, -0.038, 0.047], [-0.015, -0.016, 0.025], [0.028, -0.008, -0.003], [-0.022, 0.032, -0.038], [0.107, -0.123, 0.190], [-0.237, 0.171, -0.074], [0.045, -0.027, 0.033], [0.012, 0.017, -0.054], [-0.022, 0.006, 0.064], [-0.020, 0.019, -0.010], [0.174, -0.042, -0.097], [-0.005, 0.000, 0.001], [0.000, -0.001, 0.003], [0.001, 0.026, 0.003], [0.010, 0.014, 0.000], [-0.004, 0.006, 0.003], [0.005, 0.001, 0.000], [-0.008, 0.005, 0.005], [-0.006, 0.000, -0.001], [-0.007, -0.008, 0.002], [-0.005, -0.003, -0.003], [-0.001, -0.008, 0.005], [-0.005, -0.001, 0.012], [0.010, 0.011, -0.023], [-0.090, -0.023, -0.019], [0.078, 0.064, 0.019], [0.039, -0.279, 0.228], [-0.072, 0.044, 0.000], [-0.001, -0.045, -0.115], [-0.198, 0.222, -0.141], [-0.001, -0.002, 0.005], [0.000, 0.013, 0.001], [0.015, 0.006, -0.009], [-0.019, 0.003, 0.013], [-0.005, 0.000, -0.006], [0.020, 0.013, 0.008], [0.004, -0.010, -0.011], [0.008, 0.015, -0.012], [-0.005, 0.011, -0.010]], "nbo_charge": [0.69, -0.26, -0.21, -0.25, -0.29, -0.19, -0.25, 0.98, -0.31, -0.22, -0.22, -0.24, -0.23, 0.01, 0.00, -0.24, -0.24, -0.23, -0.20, -0.29, 0.19, 0.19, 0.22, 0.20, 0.19, 0.21, 0.19, 0.19, 0.19, 0.19, 0.19, 0.19, 0.26, -1.49, -1.14, 1.93, -1.14, -1.15, -1.35, 0.20, 0.23, 0.22, 0.20, 0.22, 0.22, 0.20, 0.21, 0.24], "energy_ha": -5452.67990, "relative_energy_kj_mol": 46.2, "homo_ev": 0.70, "e_lumo_ha": 0.179, "spin_multiplicity": 1, "mol_weight_g_mol": 489.03, "total_charge": -2}


Entry 3:
{"formula": "C14H17EuF3N2", "method": "ωB97M-V/def2-TZVPD", "symbols": ["C", "C", "H", "H", "H", "H", "H", "H", "C", "C", "C", "C", "H", "H", "H", "H", "N", "C", "C", "N", "C", "C", "C", "H", "H", "C", "H", "H", "Eu", "C", "H", "H", "H", "F", "C", "F", "F"], "positions_angstrom": [[-0.3984, 1.0068, 4.0180], [-0.4104, -0.9276, 3.9916], [0.7359, 1.1388, 3.9401], [-0.7856, 0.8658, 5.0773], [-0.8144, 1.9482, 3.5450], [-0.1539, -1.8576, 3.4299], [0.3399, -0.7566, 4.8020], [-1.4561, -0.9676, 4.3449], [0.3770, 2.6398, -0.7961], [0.5842, 3.4236, -1.9714], [0.8552, 2.7957, -3.1607], [0.8791, 1.4050, -3.2409], [0.1988, 3.1372, 0.2157], [0.4998, 4.4877, -1.8464], [1.0547, 3.3564, -4.0654], [1.0541, 0.7836, -4.1140], [0.3532, 1.3241, -0.7971], [0.6157, 0.6980, -2.0095], [0.4924, -0.7813, -2.0272], [0.2122, -1.3710, -0.8021], [0.0473, -2.6836, -0.7929], [0.2715, -2.8590, -3.2157], [0.0175, -3.4844, -1.9883], [-0.1064, -3.1789, 0.2192], [-0.2500, -4.4815, -1.8723], [0.5331, -1.4803, -3.2569], [0.6835, -0.8907, -4.1547], [0.2326, -3.4070, -4.1207], [-0.7224, -0.0177, 1.1566], [-3.1455, -0.0317, 0.8879], [-3.5302, -1.0383, 0.6876], [-3.1089, 0.5622, -0.0430], [-3.7022, 0.4735, 1.6776], [2.2254, -0.1683, 2.8571], [1.7394, 0.0160, 1.5667], [2.1884, 1.2608, 1.0750], [2.3933, -0.9399, 0.7831]], "atomic_forces_ev_per_a": [[2.082, -1.392, 0.803], [-0.733, 2.514, 1.551], [-1.685, -0.054, 0.620], [0.689, 1.007, -1.430], [-0.457, -1.740, -0.293], [0.063, 1.426, -0.713], [-0.887, -1.100, -0.595], [0.740, -0.642, 0.156], [-0.169, 1.381, 0.066], [-0.233, -0.733, 1.900], [0.182, -0.428, -0.926], [-0.451, -0.924, 3.026], [0.249, -0.591, -1.556], [0.175, 0.252, -0.292], [-0.098, 0.194, 0.078], [0.132, 0.917, -0.003], [0.263, -0.802, -2.536], [-0.307, 1.294, -0.322], [-0.595, -0.653, 0.514], [0.451, -0.032, -2.236], [-0.296, -1.245, -0.501], [-0.109, 0.601, 1.228], [0.646, 3.063, 0.853], [0.096, 0.681, -1.392], [-0.206, -1.680, -0.145], [-0.269, -0.096, 1.995], [-0.014, -0.781, 0.014], [-0.031, -0.546, -0.710], [0.137, 0.202, 0.104], [-0.440, -0.273, 0.133], [-0.364, 0.231, -0.080], [-0.407, -0.031, 0.066], [-0.430, 0.020, -0.239], [1.303, 0.434, -0.407], [-1.077, -0.553, -0.028], [1.167, -0.413, 0.849], [0.882, 0.494, 0.446]], "lowdin_spin": [0.00, 0.00, 0.00, 0.00, 0.00, 0.00, 0.00, 0.00, 0.00, 0.00, 0.00, 0.00, 0.00, 0.00, 0.00, 0.00, -0.01, 0.00, 0.00, -0.01, 0.00, 0.00, 0.00, 0.00, 0.00, 0.00, 0.00, 0.00, 7.01, -0.02, 0.00, 0.00, 0.00, 0.00, -0.01, 0.00, 0.00], "energy_ha": -1662.88232, "relative_energy_kj_mol": 301.8, "homo_ev": [-5.43, -5.85], "e_lumo_ha": [-0.026, -0.026], "spin_multiplicity": 8, "mol_weight_g_mol": 422.26, "s_squared": 15.76, "total_charge": 0}


Entry 4:
{"formula": "C9H14", "method": "ωB97M-V/def2-TZVPD", "symbols": ["C", "C", "H", "H", "H", "H", "H", "H", "C", "C", "C", "C", "C", "C", "C", "H", "H", "H", "H", "H", "H", "H", "H"], "positions_angstrom": [[-3.2857, -0.0080, 1.1815], [-2.6847, 1.1858, 0.3752], [-2.8316, -0.0321, 2.1662], [-4.4356, 0.1112, 1.3500], [-3.0640, -0.9596, 0.6962], [-2.4615, 0.9942, -0.6710], [-1.7868, 1.7941, 0.7002], [-3.4463, 2.0251, 0.3577], [2.0814, -1.3281, 1.4876], [2.2667, 0.9133, -1.5716], [2.6941, 0.2886, -0.3680], [1.0218, 0.6687, -2.2567], [1.8040, -0.6606, 0.2141], [0.2123, -0.3200, -1.5977], [0.6450, -0.9890, -0.4483], [2.9772, 1.6687, -2.0424], [3.6411, 0.3389, -0.0737], [0.9879, 1.0905, -3.2161], [-0.6451, -0.7731, -2.1222], [2.5372, -0.7339, 2.2474], [2.7577, -2.2155, 1.3618], [-0.0411, -1.6089, 0.0706], [1.0560, -1.4503, 2.1592]], "atomic_forces_ev_per_a": [[-0.742, 0.952, 0.052], [-0.837, 2.247, -0.013], [-0.033, -0.125, 0.233], [2.131, -0.284, -0.533], [-0.213, 0.049, 0.040], [-0.199, -0.441, -0.078], [-0.638, -1.461, 0.433], [0.560, -0.943, -0.140], [-1.626, -1.191, 2.730], [0.477, 0.791, -0.407], [-5.562, -1.123, -2.750], [1.948, -2.122, 4.147], [0.935, 1.326, -0.866], [0.719, 0.035, -2.177], [-0.542, 1.859, -0.395], [-0.922, -1.134, 0.583], [3.735, 0.781, 1.559], [-1.019, 0.424, -1.060], [0.141, 0.686, 0.367], [1.088, 0.962, 0.009], [-1.159, 0.344, 0.350], [-0.518, -0.873, 0.095], [2.278, -0.762, -2.178]], "nbo_charge": [-0.62, -0.64, 0.21, 0.21, 0.21, 0.21, 0.22, 0.20, -0.64, -0.18, -0.22, -0.24, 0.00, -0.18, -0.24, 0.20, 0.20, 0.22, 0.21, 0.22, 0.23, 0.21, 0.22], "energy_ha": -351.26006, "relative_energy_kj_mol": 184.1, "smiles": "Cc1ccccc1.CC", "homo_ev": -8.98, "e_lumo_ha": 0.036, "spin_multiplicity": 1, "mol_weight_g_mol": 122.21, "total_charge": 0}


Entry 5:
{"formula": "C3H6Si", "method": "ωB97M-V/def2-TZVPD", "symbols": ["C", "C", "C", "Si", "H", "H", "H", "H", "H", "H"], "positions_angstrom": [[1.4746, 0.0801, 1.7035], [1.0505, 0.9545, 0.7873], [1.4353, -0.3401, 0.3566], [-1.2911, -0.5170, -1.3571], [1.8292, -0.0031, 2.8055], [0.5833, 1.9046, 0.5306], [0.2093, -0.4399, -1.6729], [-1.9834, 0.7912, -1.5047], [-1.0540, -0.7925, 0.0934], [-2.2539, -1.6377, -1.7423]], "atomic_forces_ev_per_a": [[1.079, 1.152, 1.700], [-0.435, -0.566, 0.481], [0.388, 0.009, 0.333], [0.491, -0.493, 0.998], [-0.955, -0.223, -2.227], [0.405, -0.285, 0.057], [-1.290, -0.233, -0.782], [0.096, -0.131, -0.111], [-0.558, 0.179, -0.105], [0.779, 0.592, -0.344]], "nbo_charge": [-0.19, -0.20, -0.08, 0.55, 0.24, 0.24, -0.09, -0.16, -0.17, -0.13], "energy_ha": -407.17818, "relative_energy_kj_mol": 363.1, "smiles": "C1=CC=1.[SiH4]", "homo_ev": -8.99, "e_lumo_ha": 0.035, "spin_multiplicity": 1, "mol_weight_g_mol": 70.17, "total_charge": 0}


Entry 6:
{"formula": "C4H9NO", "method": "ωB97M-V/def2-TZVPD", "symbols": ["C", "C", "N", "C", "O", "C", "H", "H", "H", "H", "H", "H", "H", "H", "H"], "positions_angstrom": [[-2.1382, 0.2899, 0.3623], [-1.2991, -0.5832, -0.5681], [0.3448, 0.1647, -1.0135], [1.0040, -0.1418, 0.1002], [0.3657, -0.7549, 0.9582], [2.4492, 0.1976, 0.3961], [-3.2062, 0.1673, 0.1150], [-1.8836, 1.3344, 0.1909], [-2.0178, 0.0674, 1.4291], [-1.2845, -1.6258, -0.1894], [-1.6339, -0.5679, -1.5834], [0.8743, 0.6809, -1.7502], [2.9731, 0.8074, -0.3427], [2.9892, -0.7450, 0.5322], [2.4629, 0.7090, 1.3634]], "atomic_forces_ev_per_a": [[0.309, 0.139, -0.252], [0.392, 0.700, -1.082], [-0.911, -0.771, 0.953], [-0.078, -0.407, 0.841], [1.056, -0.021, 1.010], [0.091, 0.084, -0.072], [0.360, -0.054, -0.105], [-0.113, 0.095, 0.102], [0.233, -0.066, -0.442], [0.877, 0.863, -0.578], [-0.552, 0.103, -0.491], [-1.422, -0.721, 0.426], [-0.172, -0.056, -0.038], [-0.093, 0.156, -0.077], [0.020, -0.042, -0.196]], "nbo_charge": [-0.65, -0.09, -0.70, 0.64, -0.67, -0.70, 0.22, 0.22, 0.23, 0.23, 0.18, 0.40, 0.21, 0.24, 0.24], "energy_ha": -287.73973, "relative_energy_kj_mol": 243.4, "homo_ev": -9.27, "e_lumo_ha": 0.039, "spin_multiplicity": 1, "mol_weight_g_mol": 87.12, "total_charge": 0}